(1)
Density functional theory data (the ωB97M-V functional and the def2-TZVPD basis) for a cluster of 2 separate species, C6H9N2O2 in total.

Last column: natural (NBO) charge in e.
CARTESIAN COORDINATES (ANGSTROEM)
1 C 2.13250 1.48022 2.63988  -0.633
2 C 0.09535 -0.79154 0.77304  0.168
3 C 0.07158 1.35483 1.08527  -0.132
4 C 1.10405 0.79506 1.78747  0.061
5 N -0.56563 0.32956 0.44671  -0.524
6 N 1.11322 -0.56097 1.56926  -0.510
7 H -1.37645 0.27822 -0.20085  0.478
8 H -0.19656 -1.76481 0.41505  0.209
9 H -0.24501 2.38541 1.04597  0.196
10 H 1.73759 2.02216 3.50316  0.200
11 H 2.72586 2.17753 2.04818  0.202
12 H 2.78224 0.70276 3.03498  0.222
13 C -0.90983 -1.03481 -3.05770  -0.733
14 C -1.91266 -1.46311 -1.97598  0.769
15 O -2.38123 -0.52569 -1.26847  -0.829
16 O -2.18648 -2.67320 -1.89087  -0.748
17 H -1.47037 -0.62178 -3.90550  0.204
18 H -0.26257 -1.85442 -3.36766  0.200
19 H -0.25561 -0.23540 -2.68194  0.199

F_max	0.6	eV Å⁻¹
electronic energy	-13445.5554	eV
E_LUMO	3.58	eV
HOMO energy	-4.72	eV
net charge	-1

(2)
Density functional theory data (the ωB97M-V functional and the def2-TZVPD basis) for a cluster of 2 separate species, C6H9N2O2 in total.

Last column: natural (NBO) charge in e.
CARTESIAN COORDINATES (ANGSTROEM)
1 C 0.09702 -0.19312 -0.61898  -0.673
2 C -1.22894 -0.80115 -0.17063  0.120
3 C -3.30892 -1.05276 0.17009  0.163
4 C -1.35074 -1.79615 0.77662  -0.141
5 N -2.50428 -0.32536 -0.54763  -0.468
6 N -2.71694 -2.03757 0.87660  -0.541
7 H -4.38398 -0.89949 0.11911  0.176
8 H 1.03093 -0.71985 -0.33623  0.266
9 H 0.34662 0.77600 -0.22109  0.247
10 H -3.13504 -2.68392 1.51743  0.405
11 H -0.63059 -2.48271 1.18215  0.216
12 H -0.02721 -0.44614 -1.67356  0.220
13 C 2.25420 2.39406 -0.28736  -0.741
14 C 2.87191 0.98362 -0.05775  0.751
15 O 3.35288 0.37643 -1.03009  -0.781
16 O 2.92553 0.62136 1.14863  -0.808
17 H 2.90167 3.07283 0.25222  0.203
18 H 1.28839 2.40671 0.21040  0.194
19 H 2.21749 2.80721 -1.30991  0.190

F_max	2.3	eV Å⁻¹
electronic energy	-13443.9834	eV
E_LUMO	3.01	eV
HOMO energy	-3.87	eV
net charge	-1

(3)
Density functional theory data (the ωB97M-V functional and the def2-TZVPD basis) for a cluster of 2 separate species, C6H9N2OS in total.

Last column: Löwdin spin population.
CARTESIAN COORDINATES (ANGSTROEM)
1 C 0.74761 2.09217 -1.04442  0.287
2 C 0.34436 1.14377 -0.09292  0.706
3 C 1.84595 0.24123 -1.76598  0.242
4 C 2.79638 -0.44492 -2.66967  0.044
5 C 0.39469 0.00676 2.81053  0.008
6 C -0.98648 0.63160 2.63575  0.033
7 N 1.56598 1.49564 -1.90535  0.096
8 N -1.09903 1.52087 1.53778  0.345
9 O -1.95408 2.29384 1.35369  0.176
10 S 1.01812 -0.47207 -0.36825  0.017
11 H 0.39320 3.17020 -1.05067  0.008
12 H 2.91192 0.18682 -3.56867  0.002
13 H 3.67217 -0.55240 -2.10081  0.016
14 H 2.40154 -1.37400 -2.93938  0.008
15 H 1.07370 0.69331 2.44671  0.003
16 H 0.67973 -0.21027 3.77133  0.000
17 H 0.55492 -0.89027 2.34145  0.000
18 H -1.14386 1.40718 3.41907  -0.005
19 H -1.70840 -0.11195 2.63900  0.014

<S²>	2.09
2S+1	3
F_max	3.7	eV Å⁻¹
electronic energy	-22216.4528	eV
E_LUMO (spin up / spin down)	-4.79 / -7.43	eV
HOMO energy (spin up / spin down)	-12.56 / -13.78	eV
net charge	+1

(4)
Density functional theory data (the ωB97M-V functional and the def2-TZVPD basis) for a cluster of 2 separate species, C6H9N2S in total.

Last column: natural (NBO) charge in e.
CARTESIAN COORDINATES (ANGSTROEM)
1 C -1.30033 -0.60808 0.95518  -0.503
2 C -1.99326 -0.58694 -0.17024  0.089
3 C 0.75564 1.02764 -0.63221  -0.155
4 C 4.06169 0.32006 0.03097  -0.082
5 C 0.00604 -0.96361 1.02172  0.019
6 C -3.37711 -0.10921 -0.27655  -0.676
7 N 2.79935 0.28865 -0.04840  -0.199
8 N 1.98031 0.75220 -0.80917  -0.164
9 S 1.38845 -1.51896 1.39879  0.608
10 H -1.73201 -0.28183 1.88710  0.286
11 H -1.50421 -0.97797 -1.19178  0.238
12 H 0.25561 1.33414 0.27657  0.170
13 H 0.14987 0.99785 -1.54110  0.195
14 H 4.65348 -0.49630 0.40843  0.190
15 H 4.85479 1.07838 -0.21580  0.201
16 H -3.78511 0.05529 0.71679  0.243
17 H -3.26711 0.68195 -1.02973  0.270
18 H -3.94607 -0.99324 -0.78058  0.269

F_max	5.6	eV Å⁻¹
electronic energy	-20170.7242	eV
E_LUMO (spin up / spin down)	-5.51 / -5.51	eV
HOMO energy (spin up / spin down)	-12.84 / -12.84	eV
net charge	+1

(5)
Density functional theory data (the ωB97M-V functional and the def2-TZVPD basis) for the molecule C6H9N3O.

Last column: natural (NBO) charge in e.
CARTESIAN COORDINATES (ANGSTROEM)
1 C -2.26884 0.99615 -0.06201  -0.039
2 C -1.05253 0.18546 -0.43441  0.048
3 C 2.13065 -1.07989 -0.19493  -0.198
4 C 2.19690 -0.37148 1.26251  -0.377
5 C 1.05141 0.64471 1.16406  -0.427
6 C 0.15701 0.06274 0.21683  0.100
7 H -1.95691 1.51220 1.99149  0.460
8 H -3.03400 0.46121 0.16160  0.169
9 H -2.47042 1.72752 -1.04185  0.181
10 H 2.20235 -2.15333 -0.13198  0.207
11 H 2.67013 -0.84664 -0.88393  0.183
12 H 2.13657 -1.12272 2.13900  0.226
13 H 3.46269 -0.05084 1.44167  0.217
14 H 0.70050 0.88405 2.05045  0.221
15 H 1.35549 1.37456 0.76288  0.207
16 N -1.17540 -0.67309 -1.51311  -0.239
17 N 0.04691 -1.32421 -1.61097  -0.074
18 N 0.81255 -0.85220 -0.56424  -0.144
19 O -2.01781 1.94179 0.95208  -0.724

SMILES	OCc1nnn2c1CCC2
F_max	12.7	eV Å⁻¹
electronic energy	-12879.6749	eV
E_LUMO	0.49	eV
HOMO energy	-9.11	eV

(6)
Density functional theory data (the ωB97M-V functional and the def2-TZVPD basis) for the molecule C6H9N3O2.

Last column: natural (NBO) charge in e.
CARTESIAN COORDINATES (ANGSTROEM)
1 C -0.97601 2.12869 0.32518  0.042
2 C -0.80403 0.89167 -0.14682  0.210
3 C 1.15278 0.83217 1.08744  0.017
4 C 1.89914 -0.36737 1.09625  0.567
5 C -0.40245 -0.81260 -1.57092  -0.380
6 C -2.19827 -1.17911 0.06926  -0.395
7 N 1.01612 1.95489 1.59391  -0.135
8 N 2.89041 -0.30255 0.15513  -0.843
9 N -1.29448 -0.22482 -0.63742  -0.419
10 O 1.63160 -1.32709 1.79848  -0.576
11 O -0.09879 2.71059 1.22340  -0.338
12 H -1.72615 2.68317 -0.07435  0.223
13 H 0.44714 -1.16240 -1.14993  0.196
14 H -0.92952 -1.56383 -1.99145  0.196
15 H 0.03963 -0.02721 -2.31711  0.202
16 H -1.62619 -1.54575 0.83191  0.213
17 H -2.87706 -0.53924 0.51772  0.211
18 H -2.72325 -1.92782 -0.61175  0.217
19 H 2.81783 0.37018 -0.61813  0.397
20 H 3.76154 -0.59156 0.41922  0.396

F_max	5.3	eV Å⁻¹
electronic energy	-14926.7781	eV
E_LUMO	0.48	eV
HOMO energy	-7.67	eV

(7)
Density functional theory data (the ωB97M-V functional and the def2-TZVPD basis) for the molecule C6H9N3O2S.

Last column: natural (NBO) charge in e.
CARTESIAN COORDINATES (ANGSTROEM)
1 C -0.60831 -2.44427 2.14394  -0.231
2 C -1.26115 -1.77707 1.38320  -0.006
3 C 0.64163 1.49844 -0.96335  -0.055
4 C 0.08470 0.96801 0.43221  0.158
5 C 1.82174 -1.11751 0.14671  -0.719
6 C -1.64632 -0.92549 0.28240  -0.300
7 N 0.19623 2.31037 0.11407  -0.606
8 N -1.24913 0.50814 0.56544  -0.610
9 N -0.39495 1.53033 -2.03711  0.521
10 O 0.03140 1.27679 -3.13917  -0.378
11 O -1.54581 1.80497 -1.72156  -0.390
12 S 1.39923 0.16585 1.32482  0.234
13 H 0.14248 -3.08726 2.57278  0.240
14 H 1.69600 1.35040 -1.25091  0.238
15 H 2.52108 -1.64932 0.62884  0.219
16 H 2.24822 -0.67312 -0.71074  0.206
17 H 0.95465 -1.72046 -0.25729  0.221
18 H -2.69250 -0.91355 0.18262  0.235
19 H -1.13440 -1.28874 -0.62086  0.207
20 H 0.68253 3.02435 0.66184  0.408
21 H -1.88733 1.15913 0.26214  0.407

SMILES	C#CCN[C@]1(SC)N[C@@H]1[N+](=O)[O-]
F_max	4.0	eV Å⁻¹
electronic energy	-25761.3457	eV
E_LUMO	0.27	eV
HOMO energy	-9.08	eV

(8)
Density functional theory data (the ωB97M-V functional and the def2-TZVPD basis) for a structure of composition C6H9N3O3S.

Last column: natural (NBO) charge in e.
CARTESIAN COORDINATES (ANGSTROEM)
1 C 4.61432 -1.37859 0.60244  0.110
2 C 3.43134 -0.38964 -0.81726  0.120
3 C 0.83545 0.61469 0.90168  -0.100
4 C -2.05841 -0.31957 0.97037  -0.621
5 C -1.45193 0.76036 0.11553  -0.405
6 C -0.01172 0.29553 -0.30702  -0.078
7 N 4.58622 -0.96839 -0.72872  -0.499
8 N 3.58924 -0.97432 1.25591  -0.310
9 N 2.83737 -0.31868 0.34029  -0.242
10 O 2.74095 2.63292 -0.04075  -0.758
11 O 0.45022 3.27425 0.27099  -0.813
12 O 0.56580 1.07768 -1.36748  -0.756
13 S 1.38411 2.19593 0.23205  2.104
14 H 5.33954 -1.91910 1.17842  0.198
15 H 3.13328 0.03614 -1.68706  0.178
16 H -3.06877 -0.18507 1.44046  0.227
17 H -1.47894 -0.39561 1.80850  0.223
18 H -2.18825 -1.22872 0.54291  0.213
19 H -1.97042 0.82367 -0.74651  0.214
20 H -1.17561 1.77528 0.50742  0.238
21 H 0.09329 -0.68660 -0.68482  0.233
22 H 0.57736 0.58848 -2.19945  0.523

F_max	4.2	eV Å⁻¹
electronic energy	-27807.4789	eV
E_LUMO	-1.51	eV
HOMO energy	-9.49	eV

(9)
Density functional theory data (the ωB97M-V functional and the def2-TZVPD basis) for the ion C6H9N4 with charge -1.

Last column: natural (NBO) charge in e.
CARTESIAN COORDINATES (ANGSTROEM)
1 C -1.36445 -1.14222 -0.03830  0.185
2 C -0.60553 1.22549 0.66748  -0.430
3 C -0.80465 0.16243 -0.37721  -0.271
4 C 0.62538 0.57734 -0.11235  -0.037
5 C 1.31849 1.49587 -1.08134  -0.597
6 C 1.56003 -0.30657 0.58279  -0.621
7 N -2.32151 -1.78240 -0.79043  -0.372
8 N -1.04765 -1.90359 1.02769  -0.386
9 N -2.53066 -2.94450 -0.20242  -0.178
10 N -1.72453 -3.02375 0.86515  -0.188
11 H -0.98683 2.28822 0.52323  0.205
12 H -0.78740 0.81328 1.81595  0.219
13 H -1.30728 0.45212 -1.29110  0.227
14 H 2.26390 1.12442 -1.60599  0.199
15 H 1.82556 2.37612 -0.56691  0.189
16 H 0.57909 1.88705 -1.75655  0.206
17 H 2.18466 -0.73450 -0.18251  0.202
18 H 0.96521 -0.86956 1.23755  0.265
19 H 2.15819 0.30475 1.28528  0.182

F_max	3.4	eV Å⁻¹
electronic energy	-12327.2218	eV
E_LUMO	3.50	eV
HOMO energy	-4.26	eV
net charge	-1

(10)
Density functional theory data (the ωB97M-V functional and the def2-TZVPD basis) for a structure of composition C6H9N4S.

Last column: natural (NBO) charge in e.
CARTESIAN COORDINATES (ANGSTROEM)
1 C -3.30376 -0.57127 0.31733  -0.026
2 C -3.23221 0.73048 -0.10621  0.413
3 C -2.33105 -1.42052 0.88410  -0.259
4 C -1.00250 -1.27728 1.18677  -0.065
5 C -0.17682 0.04282 1.07528  -0.710
6 C -0.78959 1.26984 0.65735  0.466
7 N -4.47575 -1.00502 0.01495  -0.500
8 N -4.24269 1.37023 -0.61341  -0.602
9 N -0.45066 2.47443 0.98303  -0.690
10 N 0.59001 -0.61662 -1.76430  -1.121
11 S -5.41707 0.22699 -0.57410  0.946
12 H -2.61148 -2.50534 1.02940  0.262
13 H -0.33044 -2.09762 1.50800  0.241
14 H 0.24029 0.10844 2.07545  0.256
15 H 0.49287 -0.33888 0.27128  0.371
16 H 0.33256 2.63442 1.69579  0.430
17 H -1.02424 3.15730 0.66408  0.427
18 H 1.53937 -0.51560 -2.22531  0.407
19 H -0.18195 -0.17259 -2.14528  0.370
20 H 0.24365 -1.65334 -1.70406  0.382

F_max	5.5	eV Å⁻¹
electronic energy	-23150.9268	eV
E_LUMO (spin up / spin down)	-5.88 / -5.88	eV
HOMO energy (spin up / spin down)	-13.01 / -13.01	eV
net charge	+1

(11)
Density functional theory data (the ωB97M-V functional and the def2-TZVPD basis) for a cluster of 2 separate species, C6H9N5S in total.

Last column: natural (NBO) charge in e.
CARTESIAN COORDINATES (ANGSTROEM)
1 C -1.20923 -0.12934 -1.09802  0.117
2 C -0.65572 -0.11101 -2.38170  -0.238
3 C 0.89764 0.03986 -0.48933  0.148
4 C 1.54652 -0.04842 3.61298  -0.159
5 C -2.64992 -0.04468 -0.74377  -0.627
6 C -1.26832 -0.07310 -3.72662  -0.628
7 N -0.28550 -0.11626 -0.12239  -0.506
8 N 1.08574 -0.16095 2.27526  -0.177
9 N 2.09999 -0.00231 1.47000  -0.024
10 N 2.96266 0.25433 3.39712  -0.389
11 N 3.22169 0.24158 2.07393  -0.027
12 S 1.05144 0.04421 -2.23913  0.345
13 H 1.07273 0.89742 4.09890  0.224
14 H 1.56168 -0.92041 4.29963  0.223
15 H -2.99556 -0.57226 0.13382  0.234
16 H -2.95613 1.08858 -0.86302  0.213
17 H -3.19723 -0.41538 -1.51289  0.209
18 H -1.72187 0.84938 -3.91214  0.218
19 H -0.43529 -0.13667 -4.44789  0.215
20 H -1.80312 -0.83998 -3.99522  0.215
21 H 3.67778 0.15540 4.17048  0.416

F_max	5.6	eV Å⁻¹
electronic energy	-24646.5021	eV
E_LUMO (spin up / spin down)	-0.83 / 0.38	eV
HOMO energy (spin up / spin down)	-7.49 / -7.94	eV

(12)
Density functional theory data (the ωB97M-V functional and the def2-TZVPD basis) for a cluster of 2 separate species, C6H9N8S in total.

Last column: natural (NBO) charge in e.
CARTESIAN COORDINATES (ANGSTROEM)
1 C 2.54019 0.33666 -0.12505  0.107
2 C -2.15394 2.64909 -0.56658  -0.406
3 C -1.39473 2.25207 0.44455  -0.183
4 C -1.38464 -0.85467 0.98381  0.154
5 C -0.32006 1.30640 0.22308  -0.341
6 C 1.43002 -2.77909 0.48219  -0.194
7 N 2.36281 -0.67060 0.75700  -0.373
8 N 2.18566 -0.05097 -1.39632  -0.294
9 N -1.89562 -1.89052 0.46809  -0.320
10 N 1.64412 -1.22440 -1.31994  -0.146
11 N -1.59019 -1.88849 -0.85977  -0.173
12 N -0.87215 -0.72913 -1.11055  -0.286
13 N -0.90153 0.00662 0.08104  -0.240
14 N 1.73500 -1.61746 -0.01123  -0.040
15 S 3.29667 1.81480 0.20527  -0.402
16 H -3.04177 3.24987 -0.24410  0.206
17 H -1.84421 2.16439 -1.48550  0.214
18 H -1.56123 2.76786 1.38016  0.192
19 H -1.39150 -0.55582 1.95392  0.186
20 H 0.57061 1.33733 0.92161  0.263
21 H 0.31650 1.63717 -0.64243  0.277
22 H 1.12908 -2.80623 1.56589  0.205
23 H 1.00366 -3.47536 -0.22634  0.199
24 H 0.13724 -0.97951 -1.47879  0.395

F_max	3.2	eV Å⁻¹
electronic energy	-29117.9620	eV
E_LUMO (spin up / spin down)	3.39 / 2.34	eV
HOMO energy (spin up / spin down)	-3.84 / -3.20	eV
net charge	-1

(13)
Density functional theory data (the ωB97M-V functional and the def2-TZVPD basis) for the molecule C6H9NO.

Last column: natural (NBO) charge in e.
CARTESIAN COORDINATES (ANGSTROEM)
1 C -0.99853 -0.30810 0.40913  -0.123
2 C -0.11427 0.81899 0.93107  0.074
3 C 0.24076 1.61378 -0.54650  -0.441
4 C 0.64462 0.23100 -1.34851  -0.276
5 C 1.13326 -0.50470 -0.24540  0.035
6 C -0.21956 -0.89210 -0.70878  -0.307
7 H -1.57871 -2.04563 0.94410  0.351
8 H -0.03114 -1.76579 1.82503  0.388
9 H -1.93257 0.38087 0.33925  0.231
10 H -0.49325 1.69599 1.59582  0.248
11 H -0.41108 2.28607 -1.13696  0.217
12 H 1.31990 2.04815 -0.17871  0.224
13 H 0.81767 0.23092 -2.54138  0.254
14 H 2.07147 -0.98255 -0.35430  0.220
15 H -0.67774 -1.66733 -1.51689  0.268
16 N -1.02845 -1.37616 1.51151  -0.856
17 O 1.25760 0.23657 1.02152  -0.508

SMILES	N[C@@H]1[C@H]2[C@H]3C[C@@H]1O[C@H]32
F_max	5.5	eV Å⁻¹
electronic energy	-9900.2725	eV
E_LUMO	0.89	eV
HOMO energy	-8.93	eV